Density functional theory data (the ωB97M-V functional and the def2-TZVPD basis) for a single C18H12N2O5S molecule at a distorted geometry.

XYZ file:
```
38
Properties=species:S:1:pos:R:3:lowdin_charge:R:1
O 2.45501 2.09091 -2.47623 0.088
C 1.94186 2.78812 -1.62141 -0.459
O 2.62393 3.80129 -1.07098 0.114
H 3.50298 3.85707 -1.47823 0.138
C 0.59011 2.61382 -1.07963 -0.070
C 0.15314 3.42741 -0.02902 -0.012
C -1.09150 3.25313 0.53237 -0.073
C -1.93387 2.26318 0.03826 -0.050
C -1.53391 1.46174 -1.00857 -0.018
C -0.27053 1.61563 -1.58464 -0.225
N 0.09719 0.80702 -2.63533 -0.032
S -0.28280 -0.83525 -2.66792 0.689
O 0.56799 -1.39734 -3.66721 -0.268
O -1.69855 -0.99996 -2.80154 -0.285
C 0.27363 -1.33466 -1.04027 -0.209
C 1.63176 -1.27867 -0.84603 -0.041
C 2.25166 -1.53737 0.39150 0.025
C 1.43217 -1.84620 1.44792 -0.171
C 0.03695 -1.90428 1.23801 -0.072
C -0.60236 -1.66717 0.01871 -0.123
C -2.00734 -1.81367 0.03807 0.001
C -2.65235 -2.14887 1.20775 -0.043
C -1.98189 -2.36898 2.42592 0.021
C -0.61477 -2.24732 2.43205 -0.059
C 0.45394 -2.40528 3.45293 -0.384
O 0.38422 -2.68965 4.62206 0.105
N 1.64513 -2.14603 2.77568 0.165
H 2.54520 -2.19142 3.22606 0.167
H -2.53095 -2.63242 3.31647 0.122
H -3.72699 -2.25632 1.19300 0.108
H -2.56237 -1.67572 -0.87610 0.099
H 3.32479 -1.48529 0.48127 0.114
H 2.24652 -1.02989 -1.69782 0.118
H 1.03001 0.99891 -2.99552 0.093
H -2.18946 0.71163 -1.41705 0.096
H -2.91367 2.12475 0.47005 0.111
H -1.41245 3.88393 1.34649 0.104
H 0.81757 4.19320 0.33889 0.117
```

Calculated values
SMILES string: O=C(O)c1ccccc1NS(=O)(=O)c1ccc2c3c(cccc13)C(=O)N2
Gap between HOMO and LUMO: 7.8 eV